(1)
This record from OMol25 describes an isolated molecule of CH2BrNO3. The level of theory is wB97M-V/def2-TZVPD.

Calculated values
- 2S+1 = 1
- energy relative to the best compared isomer or geometry (same formula, charge and spin) (kcal/mol) = 6.8
- structure (SMILES) = O=[N+]([O-])[C@H](O)Br
- HOMO-LUMO gap (Ha) = 0.3919

```
8
CH2BrNO3, DFT wB97M-V/def2-TZVPD
O 0.08 -1.85 0.84
N -0.16 -1.02 0.00
O -0.59 -1.18 -1.09
C 0.08 0.43 0.38
O -0.66 1.39 -0.32
Br 1.92 0.72 -0.01
H 0.07 0.43 1.52
H -0.75 1.08 -1.32
```

(2)
This record from OMol25 describes a cluster of 3 separate species, CH2BrNO4 in total. The level of theory is wB97M-V/def2-TZVPD.

Calculated values
- 2S+1 = 1
- energy relative to the best compared isomer or geometry (same formula, charge and spin) (kcal/mol) = 0.7
- structure (SMILES) = O=C=O.O=NO.Br
- HOMO-LUMO gap (Ha) = 0.3922

```
9
CH2BrNO4, DFT wB97M-V/def2-TZVPD
O -1.75 -1.48 -0.75
C -1.20 -2.41 -0.35
O -0.65 -3.33 0.04
O 1.34 -0.11 0.28
N 2.17 0.64 0.67
O 2.01 1.93 0.21
H 2.72 2.47 0.59
Br -2.56 1.76 -0.10
H -2.08 0.54 -0.60
```

(3)
This record from OMol25 describes a cluster of 2 separate species, CH2BrP in total. The level of theory is wB97M-V/def2-TZVPD.

Calculated values
- 2S+1 = 1
- energy relative to the best compared isomer or geometry (same formula, charge and spin) (kcal/mol) = 33.1
- structure (SMILES) = C#P.Br
- HOMO-LUMO gap (Ha) = 0.3902

```
5
CH2BrP, DFT wB97M-V/def2-TZVPD
C -1.75 1.65 -1.01
P -1.49 0.21 -0.54
H -1.96 2.75 -0.85
Br 3.00 -2.77 1.55
H 2.21 -1.84 0.85
```

Number 1: HOMO level -11.03 eV. Number 2: HOMO level -10.60 eV. Number 3: HOMO level -10.40 eV.